No. 1
This record from the OMol25 dataset describes a molecular structure, C48H52BiN8O3P. The level of theory is ωB97M-V/def2-TZVPD.

Each line ends with the Mulliken charge.
Atoms and positions in Å:
Bi (0.089, 0.016, 0.009)  2.295
C (4.339, -0.423, -1.470)  -0.851
C (4.498, 0.593, -2.417)  -0.590
C (3.600, 1.634, -2.435)  -0.514
C (2.522, 1.638, -1.530)  -0.143
N (2.316, 0.578, -0.719)  -0.166
C (3.226, -0.398, -0.661)  -0.419
N (1.819, 2.776, -1.398)  -0.396
C (0.877, 3.039, -0.570)  -0.262
N (0.034, 2.174, 0.111)  0.067
C (-0.650, 2.899, 1.072)  -0.023
N (-1.382, 2.501, 2.042)  -0.362
C (-1.445, 1.301, 2.644)  -0.090
C (-2.303, 1.194, 3.754)  -0.608
C (-2.273, 0.055, 4.524)  -0.527
C (-1.378, -0.966, 4.192)  -0.789
C (-0.596, -0.815, 3.070)  -0.433
N (-0.648, 0.272, 2.296)  -0.190
C (-0.328, 4.308, 0.913)  0.261
C (-0.690, 5.408, 1.669)  -0.415
C (-0.088, 6.622, 1.358)  -0.644
C (0.854, 6.719, 0.340)  -0.678
C (1.234, 5.607, -0.405)  -0.333
C (0.624, 4.400, -0.111)  0.359
H (5.059, -1.220, -1.380)  0.622
H (5.332, 0.576, -3.102)  0.503
H (3.715, 2.472, -3.100)  0.571
H (3.038, -1.168, 0.073)  0.648
H (-2.944, 2.031, 3.976)  0.544
H (-2.915, -0.036, 5.386)  0.490
H (-1.302, -1.849, 4.803)  0.538
H (0.112, -1.569, 2.756)  0.651
H (-1.402, 5.310, 2.472)  0.556
H (-0.344, 7.503, 1.928)  0.432
H (1.310, 7.677, 0.138)  0.431
H (1.985, 5.670, -1.175)  0.551
O (-5.948, 0.338, -5.056)  -0.585
N (-5.779, 0.736, -3.935)  1.077
O (-6.625, 1.133, -3.177)  -0.622
C (-4.386, 0.724, -3.461)  0.039
C (-3.420, 0.836, -4.409)  -0.730
C (-2.045, 0.743, -4.069)  1.156
C (-1.029, 0.725, -5.041)  -0.928
C (0.260, 0.442, -4.652)  -1.341
C (0.522, 0.236, -3.297)  0.155
N (-0.400, 0.345, -2.365)  0.754
C (-1.675, 0.566, -2.716)  -0.484
C (-2.694, 0.478, -1.712)  -0.779
N (-2.312, 0.228, -0.451)  0.659
C (-3.222, 0.007, 0.472)  -0.095
C (-4.590, 0.075, 0.218)  -1.447
C (-5.017, 0.348, -1.061)  -0.773
C (-4.063, 0.541, -2.078)  0.936
H (-3.705, 0.940, -5.446)  0.589
H (-1.280, 0.890, -6.077)  0.496
H (1.058, 0.360, -5.372)  0.554
H (1.513, -0.040, -2.975)  0.185
H (-2.861, -0.251, 1.452)  0.351
H (-5.295, -0.089, 1.018)  0.551
H (-6.070, 0.419, -1.289)  0.586
O (0.190, -2.698, -0.323)  1.865
P (0.029, -4.172, -0.528)  -0.902
C (-1.336, -4.570, -1.740)  -0.062
C (-1.236, -3.695, -3.005)  -1.158
C (-2.303, -2.606, -3.022)  0.756
C (-3.711, -3.204, -3.062)  -1.087
C (-3.786, -4.467, -2.193)  -1.166
C (-2.721, -4.432, -1.099)  -0.598
C (-0.448, -5.092, 1.023)  0.153
C (-1.323, -4.250, 1.947)  0.083
C (-2.017, -5.168, 2.962)  -0.996
C (-1.106, -6.340, 3.354)  -0.757
C (0.355, -5.907, 3.289)  -0.897
C (0.760, -5.555, 1.846)  -0.801
C (1.587, -5.014, -1.141)  0.121
C (1.716, -5.110, -2.667)  -1.324
C (2.569, -3.971, -3.218)  0.245
C (4.022, -4.190, -2.792)  -0.925
C (4.083, -4.725, -1.356)  -1.112
C (2.835, -4.338, -0.563)  -0.445
H (-1.199, -5.622, -2.010)  1.009
H (-1.356, -4.313, -3.898)  0.533
H (-0.259, -3.208, -3.053)  0.025
H (-2.147, -1.969, -3.896)  0.769
H (-2.176, -1.993, -2.125)  -0.959
H (-3.982, -3.449, -4.091)  0.418
H (-4.424, -2.454, -2.709)  0.238
H (-3.622, -5.353, -2.807)  0.363
H (-4.778, -4.561, -1.751)  0.519
H (-2.894, -5.246, -0.394)  0.480
H (-2.795, -3.487, -0.553)  -0.203
H (-1.013, -5.966, 0.687)  0.623
H (-2.058, -3.660, 1.399)  0.116
H (-0.673, -3.548, 2.471)  -0.388
H (-2.948, -5.554, 2.544)  0.284
H (-2.281, -4.588, 3.848)  0.380
H (-1.261, -7.185, 2.682)  0.295
H (-1.348, -6.679, 4.362)  0.489
H (0.998, -6.703, 3.663)  0.458
H (0.498, -5.041, 3.939)  0.318
H (1.221, -6.426, 1.380)  0.520
H (1.497, -4.749, 1.880)  -0.003
H (1.511, -6.034, -0.755)  0.453
H (0.742, -5.135, -3.146)  0.492
H (2.218, -6.046, -2.918)  0.611
H (2.201, -3.012, -2.838)  -0.539
H (2.502, -3.945, -4.306)  0.565
H (4.577, -3.256, -2.886)  0.326
H (4.491, -4.910, -3.463)  0.382
H (4.973, -4.345, -0.852)  0.422
H (4.159, -5.813, -1.366)  0.410
H (2.698, -3.254, -0.584)  -0.308
H (2.976, -4.627, 0.475)  0.522

Calculated values
Frontier orbital gap: 7.158 eV
Net charge: +2
HOMO energy: -13.304 eV

---

No. 2
This record from the OMol25 dataset describes a molecular structure, C48H52CaCl2N7OPS2. The level of theory is ωB97M-V/def2-TZVPD.

Each line ends with the Mulliken charge.
Atoms and positions in Å:
Ca (-0.603, 0.452, 1.243)  2.557
N (0.375, -3.976, 0.826)  0.179
C (-0.286, -2.831, 0.993)  -1.003
N (0.169, -1.806, 1.647)  0.086
C (1.442, -1.860, 2.199)  -0.609
N (1.991, -0.863, 2.831)  -1.642
N (1.244, 0.306, 2.651)  1.375
C (1.477, 1.317, 3.378)  -1.905
C (0.715, 2.600, 3.013)  1.404
C (1.448, 3.837, 3.263)  -1.354
C (1.004, 5.085, 3.078)  -1.160
C (-0.322, 5.574, 2.721)  0.167
C (-1.170, 3.326, 1.599)  -0.788
N (-0.409, 2.402, 2.456)  0.757
C (2.238, -3.083, 2.019)  0.739
C (3.551, -3.210, 2.483)  -0.319
C (4.264, -4.362, 2.237)  -0.834
C (3.676, -5.411, 1.520)  -0.494
C (2.386, -5.304, 1.053)  -0.879
C (1.674, -4.133, 1.308)  -0.053
H (-0.048, -4.705, 0.273)  0.441
H (-1.273, -2.762, 0.544)  0.801
H (2.203, 1.298, 4.190)  0.477
H (2.470, 3.711, 3.600)  0.419
H (1.730, 5.872, 3.262)  0.364
H (-0.370, 6.624, 2.463)  0.535
H (-2.186, 2.905, 1.530)  0.030
H (3.985, -2.382, 3.025)  0.511
H (5.280, -4.457, 2.594)  0.432
H (4.238, -6.314, 1.323)  0.424
H (1.926, -6.109, 0.490)  0.426
S (-0.168, 3.981, -2.241)  -0.386
C (-0.853, 3.923, -0.690)  0.352
N (-0.484, 3.179, 0.320)  -0.086
C (-1.392, 4.746, 2.061)  1.637
C (-1.528, 5.094, 3.537)  -0.225
C (-2.567, 6.057, 3.936)  -1.182
C (-3.229, 6.753, 3.007)  -0.521
C (-3.057, 6.495, 1.583)  -0.786
C (-2.282, 5.491, 1.144)  -0.171
S (-2.257, 5.036, -0.544)  -0.327
H (-1.272, 4.307, 4.237)  0.384
H (-2.796, 6.170, 4.987)  0.398
H (-3.971, 7.482, 3.308)  0.400
H (-3.646, 7.061, 0.871)  0.425
Cl (-4.515, -2.205, -0.443)  -0.215
C (-4.318, -1.788, 1.234)  0.464
C (-5.232, -2.304, 2.176)  -0.664
C (-5.097, -2.022, 3.497)  0.810
Cl (-6.250, -2.660, 4.639)  -0.280
C (-4.013, -1.227, 3.956)  -0.191
C (-3.770, -0.910, 5.311)  -0.786
C (-2.680, -0.165, 5.647)  -1.250
C (-1.809, 0.264, 4.628)  -0.240
N (-1.996, -0.002, 3.361)  0.519
C (-3.105, -0.728, 3.005)  0.106
C (-3.269, -0.963, 1.588)  -0.821
O (-2.434, -0.440, 0.746)  -0.436
H (-6.050, -2.924, 1.834)  0.474
H (-4.456, -1.265, 6.069)  0.413
H (-2.473, 0.093, 6.676)  0.419
H (-0.926, 0.846, 4.875)  0.407
C (1.169, -4.680, -3.827)  -0.901
C (0.054, -4.522, -2.802)  -0.561
C (-0.364, -3.050, -2.691)  -0.631
C (0.839, -2.076, -2.796)  1.034
C (2.130, -2.798, -2.394)  -0.028
C (2.441, -3.956, -3.353)  -1.020
P (0.545, -0.587, -1.763)  -0.210
C (2.065, 0.468, -1.818)  1.043
C (2.873, 0.547, -3.138)  -1.090
C (4.366, 0.781, -2.888)  -0.952
C (4.561, 1.831, -1.799)  -0.852
C (4.003, 1.336, -0.448)  -0.773
C (2.991, 0.197, -0.624)  0.402
C (-0.663, 0.411, -2.727)  2.090
C (-0.335, 0.663, -4.220)  -0.786
C (-1.353, 0.010, -5.151)  -0.704
C (-2.765, 0.557, -4.910)  -0.895
C (-3.033, 0.803, -3.411)  -0.929
C (-2.119, -0.058, -2.542)  0.423
H (0.826, -4.258, -4.776)  0.347
H (1.379, -5.733, -4.021)  0.479
H (0.411, -4.902, -1.835)  -0.162
H (-0.813, -5.130, -3.064)  0.588
H (-0.915, -2.882, -1.759)  -0.259
H (-1.077, -2.826, -3.486)  0.272
H (0.943, -1.751, -3.836)  1.141
H (2.028, -3.173, -1.367)  -0.376
H (2.975, -2.109, -2.371)  -0.102
H (3.113, -4.665, -2.861)  0.465
H (2.989, -3.566, -4.215)  0.353
H (1.622, 1.458, -1.638)  0.321
H (2.484, 1.377, -3.732)  0.371
H (2.739, -0.351, -3.747)  0.221
H (4.846, 1.092, -3.818)  0.547
H (4.855, -0.154, -2.589)  0.261
H (4.040, 2.744, -2.103)  0.349
H (5.614, 2.098, -1.701)  0.478
H (3.512, 2.164, 0.070)  0.125
H (4.817, 1.002, 0.200)  0.524
H (2.410, 0.090, 0.295)  -1.170
H (3.511, -0.759, -0.754)  0.412
H (-0.597, 1.384, -2.225)  -1.830
H (0.668, 0.324, -4.477)  0.256
H (-0.337, 1.745, -4.390)  0.379
H (-1.343, -1.075, -4.996)  0.039
H (-1.059, 0.165, -6.192)  0.542
H (-3.501, -0.141, -5.317)  0.330
H (-2.887, 1.490, -5.465)  0.369
H (-4.080, 0.603, -3.175)  0.452
H (-2.848, 1.853, -3.163)  0.267
H (-2.242, -1.111, -2.819)  0.180
H (-2.412, 0.001, -1.494)  -0.554

Calculated values
Energy above the lowest of the compared OMol25 structures with the same formula, charge and spin: 4.4 kcal per mole
Frontier orbital gap: 5.762 eV
Net charge: 0
HOMO energy: -6.795 eV